The following is a quantum chemistry calculation of C25H26CoN4OS4 as an isolated structure, from OMol25.

LUMO level (spin up / spin down): 1.4 / 2.0 eV
highest occupied orbital energy (spin up / spin down): -3.0316 / -3.0731 eV
charge: -1
E: -115323.231 eV

Last column: natural (NBO) charge in e.
Geometry (Å):
Co -0.03694 0.08574 -0.00491  1.1710
C -2.63700 1.13971 -1.35938  -0.4176
C -2.12187 2.56579 -1.56681  -0.4110
C -0.66441 2.79734 -1.11928  -0.2333
N -0.31796 2.04077 0.06633  -0.5756
C -0.40303 2.55794 1.26780  0.2409
C -0.96121 3.83230 1.55268  -0.3020
C -0.91364 4.59627 2.70310  -0.1458
C -0.26613 4.37327 3.90980  -0.3281
C 0.45979 3.23295 4.24041  -0.1538
C 0.63001 2.04685 3.55930  -0.2826
C 0.09901 1.61657 2.30903  0.2219
N 0.12287 0.38301 1.88792  -0.4954
C 0.73626 -0.69016 2.64052  -0.2537
C 2.22520 -0.90521 2.24213  -0.4129
C 2.76832 0.00628 1.13728  -0.2374
N 1.99387 -0.10385 -0.07776  -0.4926
C 2.45228 0.28133 -1.23081  0.2507
C 3.72392 0.92064 -1.39697  -0.3138
C 4.48896 1.12418 -2.52104  -0.1438
C 4.24235 0.78012 -3.85031  -0.3359
C 3.05392 0.25779 -4.33331  -0.1302
C 1.84480 0.01142 -3.70227  -0.3415
C 1.45900 0.14423 -2.34204  0.2428
N 0.20810 0.09005 -1.94735  -0.5307
C -0.83829 0.02999 -2.94840  -0.2368
C -2.26397 0.08072 -2.40072  -0.4153
H -3.72878 1.16422 -1.31261  0.2223
H -2.33348 0.80092 -0.36633  0.2314
H -2.77076 3.23739 -0.99647  0.2005
H -2.21337 2.86434 -2.61707  0.1969
H -0.49107 3.86514 -0.96529  0.1899
H 0.01410 2.47951 -1.91047  0.2064
H -1.51364 4.27437 0.73478  0.2027
H -1.44674 5.54061 2.63274  0.1998
H -0.31675 5.16022 4.65206  0.2021
H 0.95910 3.26718 5.20490  0.1994
H 1.24378 1.31495 4.06660  0.2021
H 0.17228 -1.59005 2.40178  0.2537
H 0.64343 -0.53333 3.71648  0.1912
H 2.35138 -1.94041 1.91682  0.2225
H 2.86470 -0.76954 3.11893  0.1998
H 3.81566 -0.26415 0.96199  0.2021
H 2.76399 1.05006 1.48474  0.1911
H 4.15702 1.27707 -0.47183  0.2047
H 5.44301 1.61024 -2.33504  0.1998
H 5.03577 0.95809 -4.56572  0.2021
H 3.04612 0.03753 -5.39754  0.2006
H 1.06568 -0.34724 -4.36057  0.2152
H -0.75771 -0.90761 -3.51490  0.2048
H -0.68765 0.83916 -3.67776  0.1817
H -2.51759 -0.89519 -1.97624  0.2373
H -2.90862 0.20770 -3.27775  0.1973
O -4.54880 -5.62803 -0.41104  -0.6120
C -3.89887 -4.63127 -0.21465  0.1786
S -2.19848 -4.47535 -0.67522  0.2868
C -1.88819 -2.89598 0.04297  -0.5127
C -2.95517 -2.31538 0.74330  -0.3985
S -2.92571 -0.89989 1.62601  -0.3515
S -4.44103 -3.27724 0.77619  0.3031
S -0.32581 -2.30409 -0.16794  -0.1888